Record 1
103
Properties=species:S:1:pos:R:3:lowdin_charge:R:1 method="wB97M-V/def2-TZVPD" lumo_energy_ha="-0.1385 / -0.1267" orbital_gap_ev="5.632 / 5.957" homo_ev="-9.40 / -9.41" spin_multiplicity=2 molar_mass_g_mol=851.06 e_above_lowest_kj_mol=45.3 total_charge=+1
Fe -0.323 1.466 -1.122 0.42
C -0.579 1.519 -4.167 -0.12
N -0.819 2.361 -2.967 -0.19
C -0.036 3.618 -3.137 -0.08
C 1.165 3.672 -2.255 -0.23
C 2.176 4.586 -2.498 0.01
C 3.233 4.681 -1.609 -0.01
C 3.239 3.839 -0.510 -0.01
C 2.212 2.932 -0.356 -0.09
N 1.180 2.847 -1.206 0.02
C -2.245 2.723 -2.803 -0.12
C -2.344 3.507 -1.526 -0.32
C -3.279 4.496 -1.300 0.01
C -3.275 5.153 -0.078 -0.01
C -2.301 4.830 0.854 -0.01
C -1.384 3.845 0.539 -0.10
N -1.418 3.182 -0.614 -0.03
C -1.346 0.231 -4.093 -0.30
C -1.899 -0.388 -5.200 0.00
C -2.565 -1.591 -5.006 -0.04
C -2.667 -2.095 -3.717 -0.03
C -2.123 -1.370 -2.669 -0.16
N -1.463 -0.229 -2.856 -0.02
H 0.494 1.315 -4.187 0.11
H -0.836 2.076 -5.073 0.14
H -0.663 4.474 -2.887 0.14
H 0.248 3.747 -4.181 0.14
H 2.118 5.214 -3.377 0.13
H 4.033 5.392 -1.774 0.12
H 4.036 3.857 0.221 0.12
H 2.221 2.240 0.470 0.07
H -2.839 1.813 -2.733 0.09
H -2.605 3.308 -3.654 0.15
H -4.005 4.735 -2.067 0.13
H -4.010 5.917 0.136 0.12
H -2.243 5.328 1.811 0.12
H -0.597 3.573 1.231 0.10
H -1.803 0.057 -6.182 0.12
H -3.009 -2.115 -5.842 0.12
H -3.187 -3.021 -3.511 0.11
H -2.247 -1.695 -1.640 0.08
C 1.340 1.947 2.689 -0.02
C 0.455 0.783 2.268 -0.55
C 0.904 -0.483 2.989 -0.01
C -0.992 1.034 2.614 -0.04
O 0.557 0.587 0.780 -0.24
Si 1.775 -0.379 0.091 -0.07
S 1.282 0.050 -1.887 0.62
O 3.152 0.269 0.679 -0.17
C 4.521 -0.214 0.630 -0.61
C 4.743 -1.170 1.793 -0.02
C 4.790 -0.886 -0.710 -0.02
C 5.390 1.026 0.783 -0.03
O 1.849 -1.939 0.483 -0.14
C 1.271 -3.207 0.093 -0.61
C -0.145 -3.004 -0.424 -0.04
C 1.312 -4.075 1.341 -0.02
C 2.152 -3.798 -0.999 -0.02
H 1.299 2.030 3.777 0.10
H 1.010 2.905 2.278 0.07
H 2.378 1.770 2.411 0.08
H 0.717 -0.346 4.056 0.11
H 1.966 -0.691 2.853 0.08
H 0.326 -1.345 2.651 0.08
H -1.057 1.374 3.649 0.11
H -1.553 0.108 2.525 0.06
H -1.463 1.777 1.969 0.04
H 4.057 -2.015 1.729 0.08
H 4.587 -0.657 2.743 0.09
H 5.767 -1.549 1.774 0.10
H 4.211 -1.806 -0.811 0.07
H 5.847 -1.144 -0.793 0.10
H 4.537 -0.212 -1.531 0.09
H 5.135 1.554 1.704 0.09
H 5.245 1.697 -0.067 0.08
H 6.445 0.750 0.827 0.10
H -0.775 -2.469 0.296 0.06
H -0.617 -3.963 -0.642 0.11
H -0.101 -2.423 -1.349 0.04
H 0.688 -3.655 2.130 0.06
H 2.334 -4.153 1.714 0.09
H 0.948 -5.079 1.111 0.10
H 2.211 -3.113 -1.848 0.08
H 1.734 -4.743 -1.350 0.10
H 3.159 -3.987 -0.623 0.09
S -5.269 -1.164 4.386 0.61
C -4.435 -1.003 2.972 -1.10
S -4.373 0.497 2.074 0.98
C -3.277 -0.230 0.926 -1.07
N -3.002 -1.459 1.162 0.04
N -3.669 -1.897 2.296 -0.14
C -3.450 -3.257 2.672 -0.21
C -2.159 -3.759 2.618 -0.02
C -1.918 -5.079 2.964 -0.07
C -2.965 -5.896 3.363 -0.08
C -4.256 -5.387 3.406 -0.07
C -4.507 -4.069 3.059 -0.04
S -2.730 0.718 -0.423 0.75
H -1.352 -3.109 2.307 0.07
H -0.908 -5.469 2.927 0.10
H -2.776 -6.925 3.638 0.11
H -5.080 -6.020 3.709 0.11
H -5.512 -3.675 3.087 0.09



Record 2
97
Properties=species:S:1:pos:R:3:lowdin_charge:R:1 method="wB97M-V/def2-TZVPD" lumo_energy_ha=-0.0757 orbital_gap_ev=7.157 homo_ev=-9.22 spin_multiplicity=1 molar_mass_g_mol=717.82 e_above_lowest_kj_mol=0.0 total_charge=+1
Sc 0.104 -0.471 -0.209 0.80
C 1.121 2.667 -1.824 -0.12
C -0.158 2.425 -2.619 -0.51
C -0.760 3.774 -3.010 -0.10
P -1.252 1.298 -1.654 1.08
C -2.560 0.629 -2.763 -0.53
C -3.707 0.076 -1.919 -0.11
C -3.083 1.525 -3.883 -0.10
C -1.966 2.288 -0.327 -0.30
C -2.866 3.333 -0.566 -0.06
C -3.258 4.222 0.417 -0.27
C -4.218 5.344 0.138 -0.05
C -2.669 4.055 1.674 -0.02
C -1.792 3.025 1.945 -0.03
C -1.447 2.075 0.967 -0.30
N -0.580 1.003 1.206 -0.11
C -0.380 0.522 2.523 -0.33
C -1.400 0.473 3.484 -0.05
C -1.217 -0.153 4.702 -0.02
C -0.011 -0.767 5.042 -0.27
C 0.178 -1.473 6.357 -0.04
C 1.005 -0.703 4.104 -0.05
C 0.851 -0.080 2.863 -0.31
P 2.149 0.049 1.610 1.08
C 3.176 1.499 2.111 -0.52
C 3.320 1.659 3.622 -0.10
C 2.639 2.786 1.490 -0.11
C 3.267 -1.414 1.685 -0.53
C 2.460 -2.703 1.556 -0.12
C 4.304 -1.515 2.802 -0.10
H 1.804 3.296 -2.398 0.09
H 1.646 1.746 -1.569 0.04
H 0.887 3.195 -0.896 0.08
H 0.080 1.847 -3.522 0.12
H -1.007 4.358 -2.123 0.08
H -1.653 3.697 -3.625 0.06
H -0.017 4.340 -3.577 0.09
H -2.057 -0.227 -3.228 0.09
H -4.307 0.881 -1.490 0.08
H -3.352 -0.545 -1.096 0.03
H -4.360 -0.541 -2.539 0.09
H -3.615 2.394 -3.496 0.07
H -3.790 0.960 -4.494 0.09
H -2.288 1.871 -4.542 0.07
H -3.262 3.463 -1.567 0.10
H -4.628 5.267 -0.869 0.08
H -3.731 6.317 0.223 0.08
H -5.055 5.339 0.838 0.08
H -2.901 4.760 2.465 0.12
H -1.357 2.956 2.932 0.11
H -2.366 0.906 3.261 0.11
H -2.040 -0.173 5.408 0.12
H -0.619 -1.226 7.057 0.08
H 1.125 -1.201 6.823 0.08
H 0.178 -2.557 6.227 0.08
H 1.963 -1.145 4.351 0.10
H 4.158 1.286 1.672 0.11
H 2.362 1.917 4.077 0.08
H 4.016 2.475 3.827 0.09
H 3.694 0.767 4.121 0.06
H 1.597 2.958 1.774 0.07
H 2.690 2.763 0.403 0.05
H 3.223 3.639 1.841 0.09
H 3.811 -1.291 0.739 0.11
H 1.845 -2.879 2.441 0.07
H 3.130 -3.556 1.436 0.09
H 1.812 -2.693 0.672 0.05
H 3.850 -1.698 3.776 0.07
H 4.914 -0.616 2.879 0.07
H 4.981 -2.348 2.603 0.08
O 1.609 -0.666 -1.382 -0.26
C 1.950 -0.936 -2.638 -0.33
C 3.107 -0.368 -3.176 0.00
C 3.464 -0.614 -4.486 -0.06
C 2.672 -1.429 -5.295 -0.08
C 1.528 -1.990 -4.767 -0.03
C 1.153 -1.760 -3.438 -0.09
C -0.065 -2.357 -2.890 -0.25
N -0.689 -2.062 -1.750 0.04
C -1.817 -2.869 -1.711 -0.13
C -1.868 -3.648 -2.814 -0.05
N -0.754 -3.315 -3.548 0.13
H 3.709 0.266 -2.538 0.12
H 4.363 -0.164 -4.888 0.11
H 2.944 -1.613 -6.324 0.11
H 0.909 -2.600 -5.415 0.11
H -2.515 -2.839 -0.895 0.09
H -2.570 -4.396 -3.136 0.12
H -0.468 -3.744 -4.411 0.15
S -2.381 -3.691 2.522 1.09
C -3.332 -2.337 2.104 -0.35
C -2.603 -1.478 1.355 -0.25
N -1.322 -1.902 1.075 -0.09
C -1.084 -3.058 1.638 -0.45
H -4.346 -2.223 2.448 0.08
H -2.932 -0.516 0.991 0.11
H -0.148 -3.586 1.545 0.07



Record 3
109
Properties=species:S:1:pos:R:3:lowdin_charge:R:1 method="wB97M-V/def2-TZVPD" lumo_energy_ha=0.0809 orbital_gap_ev=6.971 homo_ev=-4.77 spin_multiplicity=1 molar_mass_g_mol=962.98 e_above_lowest_kj_mol=61.1 total_charge=-1
Ca -0.154 -0.618 -0.605 1.14
C -0.106 -0.117 2.869 -0.13
N -0.209 -1.140 1.833 -0.30
C -1.502 -1.822 1.905 -0.20
C -2.583 -1.055 1.148 -0.24
N -2.270 -1.129 -0.269 -0.16
C -3.229 -0.925 -1.169 -0.22
C -4.554 -0.450 -0.961 -0.14
F -4.920 0.059 0.238 0.06
C -5.510 -0.438 -1.956 -0.16
F -6.748 -0.008 -1.675 0.10
C -5.218 -0.851 -3.243 -0.17
F -6.167 -0.879 -4.197 0.08
C -3.913 -1.229 -3.522 -0.16
F -3.585 -1.600 -4.766 0.11
C -2.967 -1.235 -2.529 -0.14
F -1.689 -1.593 -2.847 0.04
C 0.932 -2.054 1.893 -0.22
C 2.155 -1.476 1.194 -0.25
N 1.875 -1.434 -0.230 -0.16
C 2.846 -1.142 -1.092 -0.23
C 4.199 -0.787 -0.831 -0.13
F 4.623 -0.570 0.435 0.07
C 5.139 -0.623 -1.828 -0.16
F 6.398 -0.310 -1.498 0.10
C 4.812 -0.775 -3.164 -0.17
F 5.742 -0.642 -4.127 0.09
C 3.494 -1.062 -3.478 -0.16
F 3.132 -1.198 -4.760 0.11
C 2.564 -1.219 -2.481 -0.14
F 1.270 -1.481 -2.839 0.03
H -0.150 -0.572 3.871 0.09
H -0.910 0.606 2.760 0.06
H 0.827 0.430 2.761 0.06
H -1.814 -1.980 2.949 0.12
H -1.420 -2.787 1.403 0.07
H -2.617 -0.017 1.502 0.10
H -3.548 -1.524 1.368 0.12
H 0.674 -2.958 1.340 0.05
H 1.182 -2.319 2.934 0.13
H 3.017 -2.121 1.412 0.12
H 2.376 -0.478 1.591 0.10
C -0.335 5.580 -3.197 -0.03
C 0.411 4.262 -2.979 -0.65
C 1.679 4.233 -3.830 -0.03
C -0.490 3.079 -3.335 -0.03
O 0.841 4.183 -1.625 -0.15
Si 0.040 3.825 -0.240 -0.15
S 0.105 1.828 0.307 0.34
O -1.492 4.386 -0.437 -0.16
C -2.554 4.637 0.485 -0.64
C -2.343 6.022 1.101 -0.03
C -3.843 4.601 -0.332 -0.03
C -2.638 3.588 1.594 -0.06
O 0.725 4.768 0.926 -0.16
C 2.069 4.941 1.389 -0.65
C 2.550 6.293 0.858 -0.03
C 1.999 4.941 2.915 -0.03
C 3.049 3.859 0.931 -0.05
H -0.659 5.676 -4.235 0.08
H 0.320 6.419 -2.951 0.09
H -1.205 5.614 -2.541 0.07
H 1.436 4.375 -4.884 0.08
H 2.193 3.279 -3.704 0.08
H 2.352 5.030 -3.509 0.08
H -0.770 3.119 -4.389 0.09
H -1.393 3.106 -2.723 0.08
H 0.032 2.141 -3.139 0.08
H -2.393 6.790 0.327 0.09
H -1.354 6.052 1.559 0.07
H -3.100 6.232 1.859 0.08
H -3.795 5.318 -1.154 0.08
H -4.699 4.843 0.300 0.08
H -3.987 3.602 -0.749 0.08
H -1.718 3.580 2.180 0.07
H -2.775 2.596 1.163 0.06
H -3.483 3.814 2.248 0.09
H 1.947 7.106 1.266 0.08
H 2.450 6.291 -0.228 0.08
H 3.597 6.461 1.120 0.08
H 1.328 5.727 3.266 0.08
H 2.990 5.098 3.346 0.08
H 1.612 3.977 3.251 0.08
H 3.118 3.849 -0.158 0.08
H 2.709 2.879 1.252 0.05
H 4.036 4.056 1.354 0.09
C -0.748 -6.865 -0.981 -0.35
As -0.272 -5.110 -0.221 1.14
C 1.670 -5.405 -0.265 -0.33
C -0.672 -5.555 1.700 -0.35
C 0.033 -6.713 2.324 -0.31
C -0.611 -7.933 2.517 -0.06
C 0.017 -8.972 3.188 -0.09
C 1.309 -8.812 3.663 -0.11
C 1.978 -7.614 3.448 -0.09
C 1.344 -6.576 2.786 -0.07
H -0.257 -7.684 -0.455 0.02
H -0.437 -6.879 -2.026 0.01
H -1.828 -7.014 -0.949 0.01
H 1.949 -6.338 0.225 0.01
H 2.197 -4.571 0.200 0.01
H 1.975 -5.447 -1.311 0.02
H -1.754 -5.695 1.733 0.07
H -0.436 -4.655 2.267 0.04
H -1.626 -8.057 2.154 0.11
H -0.507 -9.905 3.357 0.10
H 1.794 -9.618 4.198 0.10
H 2.991 -7.492 3.810 0.10
H 1.853 -5.630 2.636 0.11



Record 4
158
Properties=species:S:1:pos:R:3:lowdin_charge:R:1 method="wB97M-V/def2-TZVPD" lumo_energy_ha=-0.1477 orbital_gap_ev=7.510 homo_ev=-11.53 spin_multiplicity=1 molar_mass_g_mol=2770.18 total_charge=+1
C 0.118 -4.773 -1.432 -0.12
C -1.324 -5.241 -1.977 -0.19
C -2.567 -4.368 -1.354 -0.25
C -3.527 -3.951 -2.613 -0.06
C -2.065 -3.103 -0.516 0.02
C -1.379 -1.844 -1.179 0.01
C -1.118 -1.758 -2.777 -0.08
C -2.177 -0.798 -3.514 -0.31
O -1.734 -0.067 -4.454 0.02
N -3.591 -0.704 -3.118 -0.19
C -3.882 0.522 -2.317 -0.14
C -4.526 -0.729 -4.289 -0.07
C -0.874 -0.617 -0.335 0.00
C -0.138 0.656 -1.022 -0.09
C -1.092 1.977 -1.069 -0.15
C -0.133 3.268 -0.953 -0.15
C -0.634 4.393 0.075 -0.19
O -2.064 4.365 0.362 -0.12
C -2.170 4.940 1.683 -0.27
O -2.913 4.370 2.518 0.02
N -1.050 -0.661 1.123 0.09
B -0.563 0.448 2.053 -0.63
O -1.380 1.589 2.411 0.12
O 0.773 0.341 2.610 0.08
C -1.671 -1.797 1.796 -0.37
Br -1.813 -1.756 3.780 0.90
C -2.200 -3.046 1.044 0.05
B -2.830 -4.241 1.969 -0.59
O -4.229 -4.565 1.772 0.02
O -1.950 -4.903 2.885 -0.05
C -2.766 -5.286 4.054 -0.09
H 0.124 -4.757 -0.275 0.09
H 0.897 -5.578 -1.723 0.09
H 0.470 -3.779 -1.878 0.05
H -1.454 -6.334 -1.615 0.12
H -1.382 -5.306 -3.128 0.11
H -3.182 -5.117 -0.748 0.10
H -2.948 -3.845 -3.588 0.08
H -4.316 -4.777 -2.748 0.10
H -4.097 -3.004 -2.302 0.08
H -0.062 -1.372 -3.005 0.08
H -1.165 -2.816 -3.223 0.06
H -3.268 0.454 -1.337 0.09
H -4.980 0.560 -1.974 0.04
H -3.701 1.510 -2.881 0.07
H -5.170 -1.687 -4.178 0.09
H -4.018 -0.814 -5.308 0.10
H -5.238 0.174 -4.274 0.11
H 0.163 0.449 -2.107 0.11
H 0.854 0.848 -0.457 0.08
H -1.724 2.037 -2.023 0.09
H -1.849 1.885 -0.201 0.11
H 0.948 3.000 -0.637 0.10
H -0.020 3.708 -2.018 0.11
H -0.253 5.413 -0.311 0.15
H -0.079 4.235 1.083 0.12
H -1.576 5.854 2.026 0.15
H -0.810 2.368 2.219 0.09
H 1.332 -0.152 1.957 0.04
H -4.321 -5.450 1.322 -0.03
H -3.434 -6.154 3.711 0.07
H -3.395 -4.424 4.457 0.10
H -2.059 -5.643 4.874 0.11
C -1.274 1.101 -7.674 -1.54
Cl 0.324 1.859 -7.756 0.48
Cl -2.545 2.294 -7.974 0.54
Cl -1.389 -0.235 -8.831 0.52
H -1.411 0.698 -6.672 -0.03
C 1.287 -2.131 -5.955 -1.51
Cl 0.960 -3.420 -4.784 0.57
Cl 1.873 -0.677 -5.132 0.52
Cl 2.456 -2.673 -7.165 0.55
H 0.356 -1.885 -6.464 0.00
C 4.294 1.498 -0.335 -1.49
Cl 3.461 0.418 0.790 0.56
Cl 3.404 1.580 -1.861 0.54
Cl 4.484 3.106 0.375 0.52
H 5.284 1.093 -0.534 -0.05
C 4.565 4.616 3.832 -1.50
Cl 4.533 4.943 5.572 0.53
Cl 3.474 3.284 3.428 0.47
Cl 4.134 6.070 2.919 0.53
H 5.578 4.326 3.556 0.02
C 6.763 8.150 5.039 -1.54
Cl 7.907 8.316 6.380 0.53
Cl 5.717 9.573 4.935 0.53
Cl 7.625 7.899 3.514 0.49
H 6.139 7.279 5.227 -0.04
C -6.183 -8.241 1.247 -1.49
Cl -4.989 -7.206 0.439 0.61
Cl -7.572 -8.524 0.192 0.56
Cl -5.448 -9.773 1.733 0.53
H -6.531 -7.727 2.141 0.03
C -6.290 -1.917 2.248 -1.54
Cl -6.448 -1.531 0.527 0.52
Cl -5.299 -0.700 3.069 0.52
Cl -7.882 -2.038 3.007 0.54
H -5.792 -2.881 2.338 -0.02
C -1.933 -10.158 4.052 -1.51
Cl -1.974 -9.854 5.795 0.54
Cl -3.036 -11.472 3.624 0.53
Cl -2.339 -8.686 3.156 0.53
H -0.922 -10.456 3.780 0.02
C 3.126 -0.795 5.056 -1.53
Cl 2.810 -2.073 6.238 0.53
Cl 3.716 0.666 5.858 0.52
Cl 4.289 -1.345 3.840 0.50
H 2.191 -0.555 4.552 -0.01
C 0.415 4.956 6.116 -1.51
Cl -0.423 4.960 4.558 0.55
Cl 1.398 3.495 6.279 0.49
Cl 1.415 6.406 6.286 0.52
H -0.330 4.960 6.909 0.02
C 8.124 -0.782 0.392 -1.52
Cl 9.120 -1.359 -0.950 0.54
Cl 7.812 0.954 0.233 0.55
Cl 6.602 -1.684 0.471 0.51
H 8.669 -0.948 1.319 0.02
C 11.795 7.839 5.365 -1.55
Cl 10.952 7.852 3.810 0.49
Cl 12.778 6.377 5.527 0.52
Cl 12.799 9.285 5.540 0.52
H 11.050 7.842 6.158 -0.01
C -5.488 4.152 -1.018 -1.49
Cl -6.950 4.925 -1.644 0.52
Cl -5.814 2.468 -0.578 0.57
Cl -4.179 4.243 -2.207 0.55
H -5.174 4.685 -0.122 0.01
C 2.970 4.580 -4.266 -1.52
Cl 2.952 4.944 -2.533 0.51
Cl 1.886 3.227 -4.629 0.48
Cl 2.517 6.007 -5.206 0.55
H 3.982 4.291 -4.545 0.03
C 3.689 2.966 -9.341 -1.52
Cl 5.370 2.471 -9.096 0.53
Cl 2.926 3.365 -7.795 0.46
Cl 3.602 4.341 -10.451 0.53
H 3.147 2.132 -9.785 0.02
C -10.647 5.894 -3.889 -1.53
Cl -11.978 5.366 -2.851 0.52
Cl -9.327 6.561 -2.916 0.49
Cl -10.067 4.554 -4.888 0.52
H -11.017 6.678 -4.548 0.02
C -1.907 -11.900 9.062 -1.56
Cl -3.247 -12.414 10.095 0.52
Cl -0.593 -11.225 10.037 0.52
Cl -1.323 -13.252 8.082 0.51
H -2.269 -11.123 8.392 -0.03
C 4.793 8.608 -6.888 -1.56
Cl 6.391 9.365 -6.959 0.53
Cl 3.524 9.804 -7.186 0.52
Cl 4.681 7.280 -8.053 0.50
H 4.651 8.199 -5.889 -0.01
C 5.233 -5.378 3.944 -1.55
Cl 6.417 -4.341 3.135 0.49
Cl 3.838 -5.666 2.893 0.50
Cl 5.975 -6.909 4.427 0.53
H 4.886 -4.867 4.841 0.01